C4H30N2O11 | ωB97M-V/def2-TZVPD

Results
HOMO level: -0.36153 Eh
Molecular weight: 282.3 g/mol
Gap between HOMO and LUMO: 9.997 eV
E_LUMO: 0.16 eV
Energy relative to the best compared isomer or geometry (same formula, charge and spin): 40.3 kJ/mol
SMILES: CC(C)NC(N)=O.O.O.O.O.O.O.O.O.O.O
Total charge: 0

Bonds (Å) are listed after each position.
Positions of all 47 atoms, in Å:
1 O -0.652 4.489 -1.032  H25 0.966, H43 0.967
2 O 3.735 -1.244 0.054  H18 0.955, H38 0.971
3 O 1.902 0.490 -1.145  C16 1.219
4 O -2.357 0.159 -2.709  H29 0.982, H36 0.965
5 O 3.439 2.765 0.588  H21 0.963, H26 0.945
6 O -1.127 -3.403 3.251  H28 0.954, H41 0.958
7 O -3.045 2.742 -2.026  H37 0.956, H40 0.963
8 O 2.133 -3.230 1.267  H23 0.954, H31 0.958
9 O 1.397 -4.070 -1.457  H19 0.960, H39 0.959
10 O -1.648 1.582 3.461  H44 0.964, H45 0.965
11 O -1.836 1.964 0.541  H20 0.960, H22 0.973
12 N -0.277 -0.196 -0.977  C15 1.469, C16 1.375, H35 1.019
13 N 0.403 1.163 -2.706  C16 1.382, H24 1.008, H47 1.005
14 C 0.613 -0.131 1.403  C15 1.522, H33 1.088, H34 1.106, H46 1.079
15 C -0.027 -0.926 0.274  N12 1.469, C14 1.522, C17 1.517, H30 1.097
16 C 0.783 0.400 -1.618  O3 1.219, N12 1.375, N13 1.382
17 C -1.314 -1.576 0.744  C15 1.517, H27 1.110, H32 1.087, H42 1.102
18 H 4.617 -1.119 0.398  O2 0.955
19 H 1.578 -4.038 -2.399  O9 0.960
20 H -1.616 1.657 1.425  O11 0.960
21 H 3.071 2.802 -0.300  O5 0.963
22 H -1.328 1.430 -0.093  O11 0.973
23 H 2.790 -2.538 1.234  O8 0.954
24 H 1.203 1.544 -3.186  N13 1.008
25 H 0.157 4.421 -0.509  O1 0.966
26 H 3.620 1.847 0.724  O5 0.945
27 H -1.950 -0.747 1.120  C17 1.110
28 H -0.220 -3.242 3.002  O6 0.954
29 H -2.604 1.013 -2.290  O4 0.982
30 H 0.664 -1.745 0.039  C15 1.097
31 H 1.892 -3.501 0.381  O8 0.958
32 H -1.239 -2.371 1.481  C17 1.087
33 H 1.690 -0.064 1.266  C14 1.088
34 H 0.552 -0.796 2.285  C14 1.106
35 H -1.097 -0.425 -1.537  N12 1.019
36 H -3.041 0.152 -3.390  O4 0.965
37 H -2.479 3.482 -2.238  O7 0.956
38 H 3.312 -0.398 -0.164  O2 0.971
39 H 0.838 -3.298 -1.349  O9 0.959
40 H -3.299 2.712 -1.098  O7 0.963
41 H -1.579 -3.881 2.554  O6 0.958
42 H -1.985 -1.838 -0.089  C17 1.102
43 H -1.052 3.655 -0.750  O1 0.967
44 H -2.532 1.946 3.337  O10 0.964
45 H -1.899 0.734 3.848  O10 0.965
46 H 0.122 0.772 1.734  C14 1.079
47 H -0.307 0.857 -3.349  N13 1.005